No. 1
This record from the Open Molecules 2025 dataset describes an isolated molecule of C13H18N2O4 in a non-equilibrium geometry. The level of theory is ωB97M-V/def2-TZVPD.

ORCA input file:
```
! RIJCOSX wB97M-V def2-TZVPD def2/J DEFGRID3
* xyz 0 1
C -0.912 0.076 3.546
C 0.607 -0.145 3.561
O 0.875 -1.141 4.580
C 1.198 -0.622 2.225
N 2.583 -1.158 2.439
C 1.169 0.505 1.196
O 2.009 1.435 1.333
N 0.332 0.464 0.186
C -0.653 -0.633 -0.044
C -1.725 -0.144 -1.060
C -1.149 0.546 -2.261
C -1.099 1.930 -2.292
C -0.508 2.637 -3.345
C 0.065 1.953 -4.387
C -0.005 0.568 -4.373
C -0.625 -0.115 -3.322
C 0.108 -1.850 -0.580
O 1.312 -1.862 -0.641
O -0.660 -2.931 -0.991
H -1.483 -0.708 2.950
H -1.241 -0.137 4.573
H -1.242 1.072 3.247
H 1.076 0.770 3.841
H 1.773 -1.463 4.381
H 0.606 -1.487 1.914
H 2.888 -1.675 1.609
H 3.213 -0.346 2.433
H 0.596 1.048 -0.611
H -1.128 -0.882 0.956
H -2.306 0.582 -0.487
H -2.420 -0.918 -1.334
H -1.618 2.464 -1.479
H -0.431 3.752 -3.314
H 0.577 2.440 -5.255
H 0.412 0.026 -5.269
H -0.661 -1.253 -3.215
H -1.531 -2.798 -0.710
*
```

Energy above the lowest of the compared OMol25 structures with the same formula, charge and spin: 131.09 kJ/mol
E_HOMO: -9.515 eV
Lowest unoccupied orbital energy: 0.154 eV
Orbital gap: 9.668 eV
Largest force on an atom: 4.12 eV/A
SMILES: C[C@@H](O)[C@H](N)C(=O)N[C@@H](Cc1ccccc1)C(=O)O

---

No. 2
This record from the Open Molecules 2025 dataset describes a cluster of 3 separate species, C13H18N2O6P2S3 in total in a non-equilibrium geometry. The level of theory is ωB97M-V/def2-TZVPD.

ORCA input file:
```
! RIJCOSX wB97M-V def2-TZVPD def2/J DEFGRID3
* xyz 0 1
N -1.894 -2.120 3.025
C -1.962 -1.300 2.226
O -1.983 -0.329 1.251
C -1.793 -1.078 0.036
C -0.505 -1.143 -0.673
P 0.925 -0.192 0.052
S 2.008 -1.292 1.261
C -0.423 -1.986 -1.896
C -1.570 -2.761 -2.422
C -2.820 -2.648 -1.675
C -2.954 -1.822 -0.455
C -4.402 -1.965 0.108
O -4.773 -1.660 1.208
N -5.111 -2.551 -1.005
P -6.410 -3.476 -0.223
O -7.367 -4.008 -1.248
C -4.223 -3.304 -1.889
O -4.497 -4.215 -2.606
H 0.347 0.868 0.826
H 1.701 0.425 -0.970
H 0.578 -2.039 -2.390
H -1.516 -3.417 -3.318
H -5.854 -4.500 0.594
H -7.106 -2.582 0.639
C 1.181 3.460 4.791
S 1.862 2.838 3.242
O 0.747 2.186 2.497
C 2.851 1.528 3.981
H 0.492 4.272 4.563
H 0.644 2.663 5.308
H 1.990 3.837 5.418
H 2.209 0.852 4.548
H 3.607 1.967 4.635
H 3.342 0.975 3.180
C 3.575 3.615 -3.185
S 3.433 1.824 -3.330
O 3.107 1.292 -1.973
C 5.185 1.519 -3.620
H 2.588 4.020 -2.961
H 4.263 3.870 -2.378
H 3.930 4.029 -4.129
H 5.773 1.905 -2.786
H 5.489 2.001 -4.550
H 5.337 0.443 -3.703
*
```

E_HOMO: -8.265 eV
Lowest unoccupied orbital energy: -1.188 eV
Orbital gap: 7.077 eV
Largest force on an atom: 3.90 eV/A

---

No. 3
This record from the Open Molecules 2025 dataset describes an isolated molecule of C13H19BrClNO2. The level of theory is ωB97M-V/def2-TZVPD.

ORCA input file:
```
! RIJCOSX wB97M-V def2-TZVPD def2/J DEFGRID3
* xyz 0 1
C 2.625 0.607 1.366
C 1.765 1.687 1.947
C 2.123 3.019 1.788
C 1.351 4.028 2.337
Cl 1.805 5.678 2.112
C 0.227 3.728 3.087
C -0.124 2.400 3.248
Br -1.616 1.994 4.356
C 0.606 1.364 2.664
O 0.256 0.050 2.847
C -0.855 -0.419 2.093
C -0.575 -0.482 0.594
C -1.785 -1.041 -0.169
N -1.667 -1.013 -1.611
C -0.625 -1.853 -2.178
C -0.866 -1.968 -3.690
C 0.117 -2.930 -4.345
O -2.175 -2.423 -3.932
H 3.673 0.811 1.577
H 2.503 0.565 0.284
H 2.357 -0.355 1.791
H 3.013 3.267 1.230
H -0.357 4.509 3.547
H -1.046 -1.419 2.490
H -1.742 0.200 2.270
H 0.298 -1.113 0.417
H -0.351 0.525 0.227
H -2.675 -0.462 0.094
H -1.957 -2.079 0.130
H -1.550 -0.056 -1.933
H -0.718 -2.845 -1.729
H 0.395 -1.480 -1.998
H -0.743 -0.964 -4.138
H -0.102 -3.004 -5.406
H 1.137 -2.580 -4.213
H 0.014 -3.918 -3.903
H -2.737 -2.029 -3.251
*
```

Energy above the lowest of the compared OMol25 structures with the same formula, charge and spin: 0.00 kJ/mol
E_HOMO: -9.019 eV
Lowest unoccupied orbital energy: 0.575 eV
Orbital gap: 9.594 eV
Largest force on an atom: 0.52 eV/A
SMILES: Cc1cc(Cl)cc(Br)c1OCCCNC[C@@H](C)O

---

No. 4
This record from the Open Molecules 2025 dataset describes a structure of composition C13H19BrOSiTi in a non-equilibrium geometry. The level of theory is ωB97M-V/def2-TZVPD.

ORCA input file:
```
! RIJCOSX wB97M-V def2-TZVPD def2/J DEFGRID3
* xyz -1 2
C -1.834 -0.822 -0.941
C -1.952 -1.367 0.387
C -2.245 -0.286 1.280
H -1.932 -2.421 0.672
C -2.236 0.936 0.533
C -1.979 0.611 -0.844
H -1.978 1.317 -1.668
H -1.700 -1.405 -1.843
H -2.560 -0.394 2.312
H -2.503 1.922 0.926
Ti -0.141 -0.042 0.240
Br 1.358 -0.780 -1.375
C 2.707 0.673 -4.700
C 1.618 1.470 -5.167
C 0.623 0.590 -5.698
H 1.564 2.553 -5.144
C 1.103 -0.750 -5.562
C 2.387 -0.697 -4.940
H 3.021 -1.549 -4.716
H 3.630 1.044 -4.265
H -0.319 0.887 -6.144
H 0.593 -1.647 -5.897
C 2.044 0.162 4.424
Si 0.345 0.015 3.658
C -0.549 -1.521 4.302
C -0.775 1.422 4.231
O 0.457 -0.007 1.995
H 1.987 0.171 5.520
H 2.551 1.083 4.119
H 2.690 -0.675 4.141
H -0.582 -1.550 5.400
H -1.588 -1.541 3.954
H -0.058 -2.437 3.961
H -0.420 2.391 3.870
H -1.796 1.276 3.862
H -0.837 1.476 5.327
*
```

⟨S²⟩: 0.753
Energy above the lowest of the compared OMol25 structures with the same formula, charge and spin: 0.00 kJ/mol
E_HOMO (alpha / beta): -2.300 / -2.301 eV
Lowest unoccupied orbital energy (alpha / beta): 2.339 / 2.225 eV
Orbital gap (alpha / beta): 4.639 / 4.526 eV
Largest force on an atom: 2.49 eV/A

---

No. 5
This record from the Open Molecules 2025 dataset describes a structure of composition C13H19Cl2CrN in a non-equilibrium geometry. The level of theory is ωB97M-V/def2-TZVPD.

ORCA input file:
```
! RIJCOSX wB97M-V def2-TZVPD def2/J DEFGRID3
* xyz -1 4
Cr 1.656 -0.095 -0.420
Cl 0.650 -1.852 -1.148
Cl 2.720 1.882 -0.210
C 2.659 -1.126 1.128
H 3.729 -0.897 1.203
H 2.389 -2.168 1.249
C -0.868 1.568 -1.933
C 0.313 1.402 -2.492
H -0.983 2.193 -1.060
C 0.614 0.402 -3.549
H 1.119 2.115 -2.253
C -0.686 -0.075 -4.293
H 1.347 0.745 -4.321
H 1.140 -0.441 -3.080
C -1.890 -0.189 -3.402
H -0.930 0.693 -5.035
H -0.479 -0.986 -4.862
C -2.111 1.025 -2.496
H -2.733 -0.335 -4.063
H -1.801 -1.112 -2.857
H -2.720 1.764 -3.031
H -2.760 0.688 -1.707
C -0.723 -0.754 5.325
C -0.264 -0.493 3.905
C 1.109 -0.421 3.666
C 1.744 -0.299 2.344
N 0.776 -0.021 1.338
C -0.528 -0.061 1.565
C -1.118 -0.307 2.808
H -0.168 -1.622 5.699
H -0.477 0.076 6.007
H -1.797 -0.955 5.433
H 1.750 -0.418 4.545
H 2.639 0.343 2.453
H -1.115 0.094 0.666
H -2.202 -0.364 2.879
*
```

⟨S²⟩: 3.888
Energy above the lowest of the compared OMol25 structures with the same formula, charge and spin: 170.66 kJ/mol
E_HOMO (alpha / beta): -2.289 / -2.426 eV
Lowest unoccupied orbital energy (alpha / beta): 3.045 / 3.045 eV
Orbital gap (alpha / beta): 5.334 / 5.471 eV
Largest force on an atom: 3.25 eV/A

---

No. 6
This record from the Open Molecules 2025 dataset describes a structure of composition C13H19Cl2NSn in a non-equilibrium geometry. The level of theory is ωB97M-V/def2-TZVPD.

ORCA input file:
```
! RIJCOSX wB97M-V def2-TZVPD def2/J DEFGRID3
* xyz 0 1
Sn 0.928 2.069 1.509
Cl 1.286 3.855 -0.030
Cl 3.077 1.752 2.471
C 1.148 0.535 -0.290
H 0.651 1.052 -1.109
H 2.222 0.410 -0.438
C -0.863 -0.599 -2.254
C 0.443 -0.971 -2.454
H -1.558 -1.248 -1.717
C 1.362 -0.249 -3.385
H 0.821 -1.894 -2.005
C 0.939 1.205 -3.681
H 2.393 -0.275 -3.005
H 1.382 -0.776 -4.353
C -0.573 1.392 -3.782
H 1.363 1.878 -2.927
H 1.387 1.491 -4.642
C -1.368 0.761 -2.624
H -0.805 2.461 -3.866
H -0.918 0.934 -4.716
H -1.366 1.441 -1.752
H -2.417 0.660 -2.938
N -0.960 -1.207 1.200
C -0.852 -1.272 2.510
C 0.453 -1.153 3.124
C 0.593 -1.020 4.495
C -0.532 -1.074 5.333
C -1.812 -1.269 4.782
C -1.976 -1.403 3.415
H 0.618 -0.355 0.072
H -1.920 -1.320 0.859
H 1.321 -1.101 2.461
H 1.591 -0.872 4.916
H -0.412 -0.965 6.413
H -2.682 -1.319 5.440
H -2.961 -1.553 2.969
*
```

Energy above the lowest of the compared OMol25 structures with the same formula, charge and spin: 0.97 kJ/mol
E_HOMO (alpha / beta): -8.396 / -8.570 eV
Lowest unoccupied orbital energy (alpha / beta): -1.791 / -2.353 eV
Orbital gap (alpha / beta): 6.605 / 6.217 eV
Largest force on an atom: 2.38 eV/A